The following is a DFT calculation (ωB97M-V with the def2-TZVPD basis set) of a cluster of 3 separate species, C2H9O in total at a distorted geometry.

Structure (XYZ):
```
12
Properties=species:S:1:pos:R:3:forces:R:3
O -3.2222 -1.8498 -2.5366 -0.417 0.483 -0.568
H -3.5775 -1.2491 -3.2182 0.387 -0.250 0.404
H -0.0520 -0.5164 2.7410 0.073 -0.076 0.040
H -3.9278 -2.5004 -2.4710 0.061 -0.205 0.181
C 2.3909 0.5028 0.2051 -0.523 0.762 -0.268
C 1.2267 1.2169 0.5264 -1.540 2.214 -0.308
H 2.4911 -0.5272 0.5203 0.317 -0.180 -0.010
H 3.1384 1.0145 -0.4222 -0.037 -0.619 0.293
H -0.7577 -0.3243 2.8528 -0.090 0.039 -0.001
H 1.1403 2.2966 0.2388 0.675 -1.009 -0.195
H 0.3321 0.7189 0.0111 0.780 -0.221 0.322
H 0.8176 1.2175 1.5524 0.312 -0.937 0.110
```
Positions in Å, forces in eV/Å.

Summary:
* frontier orbital gap: 5.60 eV
* LUMO energy: -8.23 eV
* HOMO energy: -13.830 eV
* charge: +1
* E: -156.41583 Eh